Record 1
# C5H12N2O

The ion C5H12N2O with charge +1 at a distorted geometry (the ωB97M-V functional and the def2-TZVPD basis, OMol25).

Last column: Löwdin spin population.
Element x y z (Å)
O 2.761 2.324 -1.295  0.001
C 2.306 1.223 -1.370  0.001
C 0.945 0.745 -1.073  0.002
C 0.387 0.880 0.339  0.005
C -0.999 0.434 0.665  0.052
C -2.222 -1.408 1.549  0.071
N -0.819 -0.855 1.512  0.704
N 1.069 -0.783 -1.436  0.044
H 2.969 0.496 -2.014  0.000
H 0.373 1.318 -1.788  0.000
H 0.969 0.514 1.239  0.001
H 0.585 2.020 0.454  0.002
H -1.631 0.297 -0.337  0.038
H -1.665 0.965 1.340  0.015
H -2.647 -1.169 0.623  0.021
H -2.722 -1.055 2.508  0.015
H -2.097 -2.412 1.728  0.001
H -0.173 -1.375 0.876  0.023
H 1.971 -1.079 -1.300  0.001
H 0.639 -1.082 -2.220  0.001

Atomic forces in eV per Å
O -0.69 0.53 1.03
C 3.40 0.30 -2.20
C -0.14 -4.63 0.12
C 1.98 4.03 1.53
C -0.28 -0.99 -0.32
C 1.62 0.85 4.06
N -3.17 1.01 -5.79
N -2.46 3.85 4.03
H -1.11 0.47 1.23
H -0.78 -0.22 -0.26
H 0.36 0.10 -1.60
H -1.02 -1.46 0.35
H 1.15 -0.46 2.16
H 0.32 1.13 -0.20
H -1.06 0.37 -0.89
H 0.23 0.12 -1.54
H -0.05 -2.54 0.03
H 0.69 -0.46 1.39
H 2.37 -0.96 0.01
H -1.37 -1.04 -3.13

Results
ΔE to the lowest compared entry with this formula, charge and spin = 92.8 kcal/mol
net charge = +1
multiplicity = 2
LUMO (spin up / spin down) = -2.92 / -8.85 eV
max |F| = 0.130 Eh/bohr
E_HOMO (spin up / spin down) = -13.4 / -13.4 eV

---

Record 2
# C4H7N3

The molecule C4H7N3 at a distorted geometry (the ωB97M-V functional and the def2-TZVPD basis, OMol25).

Last column: Löwdin charge in e.
Element x y z (Å)
H -2.066 -1.926 -0.012  0.042
N -1.437 -1.284 0.472  0.137
C -0.431 -1.006 -0.269  -0.525
N -0.219 -1.515 -1.506  0.119
C 0.589 -0.071 0.227  -0.110
C 0.360 1.530 -0.191  0.021
C 0.373 1.002 1.101  -0.468
N 0.369 1.349 2.316  0.171
H 0.201 2.356 2.392  0.059
H -0.706 -2.375 -1.728  0.101
H 0.728 -1.488 -1.868  0.099
H 1.604 -0.446 0.220  0.144
H -0.592 1.798 -0.624  0.112
H 1.227 2.076 -0.530  0.100

Atomic forces in eV per Å
H -0.04 -0.01 0.07
N 0.14 0.28 -0.24
C -1.18 -0.33 1.60
N 0.67 -0.62 -1.30
C 0.57 0.28 -1.74
C 0.56 -0.65 -1.85
C -0.73 1.51 4.31
N -0.15 -0.54 -0.15
H 0.18 -0.15 -0.11
H 0.07 0.24 0.04
H -0.28 0.09 0.06
H 0.20 0.10 -0.33
H -0.07 -0.29 -0.26
H 0.04 0.08 -0.10

Results
ΔE to the lowest compared entry with this formula, charge and spin = 47.7 kcal/mol
multiplicity = 1
LUMO = 0.75 eV
max |F| = 0.090 Eh/bohr
E_HOMO = -9.5 eV
SMILES = [H]/N=C(\N)[C@H]1C/C1=N\[H]

---

Record 3
# C4H6O2

The molecule C4H6O2 (the ωB97M-V functional and the def2-TZVPD basis, OMol25).

Last column: Löwdin charge in e.
Element x y z (Å)
O 2.428 -0.511 -0.237  0.077
C 1.668 0.111 0.460  -0.190
C 0.218 0.355 0.065  -0.312
C -0.380 -0.734 -0.829  -0.028
C -1.843 0.629 1.201  0.052
O -0.560 0.437 1.296  -0.160
H 1.990 0.570 1.418  0.138
H 0.182 1.352 -0.395  0.157
H 0.262 -1.614 -0.831  0.085
H -0.560 -0.395 -1.852  0.092
H -1.344 -1.032 -0.410  0.073
H -2.061 0.831 0.114  0.015

Atomic forces in eV per Å
O -0.30 0.29 0.35
C 0.18 -0.20 -0.26
C -0.02 -0.13 -0.27
C 0.05 -0.08 -0.04
C 0.22 0.41 0.27
O -0.36 0.00 0.04
H -0.09 -0.06 -0.11
H -0.01 -0.17 0.02
H 0.03 0.11 -0.17
H 0.21 -0.09 0.15
H 0.14 -0.01 -0.18
H -0.05 -0.08 0.20

Results
ΔE to the lowest compared entry with this formula, charge and spin = 97.2 kcal/mol
multiplicity = 1
LUMO = 0.18 eV
max |F| = 0.010 Eh/bohr
E_HOMO = -8.9 eV

---

Record 4
# C5H6O

The molecule C5H6O at a distorted geometry (the ωB97M-V functional and the def2-TZVPD basis, OMol25).

Last column: Löwdin charge in e.
Element x y z (Å)
O -2.058 0.029 0.087  0.093
C -0.866 0.069 -0.017  -0.447
C 0.045 1.181 -0.064  -0.034
C 1.319 0.845 -0.055  -0.028
C 1.357 -0.649 0.116  -0.239
C 0.022 -1.154 -0.110  -0.152
H -0.435 2.155 0.044  0.124
H 2.214 1.396 0.021  0.102
H 2.068 -1.092 -0.617  0.120
H 1.859 -0.833 1.148  0.154
H -0.324 -2.014 0.609  0.164
H -0.173 -1.598 -1.120  0.143

Atomic forces in eV per Å
O -0.85 0.66 0.00
C 0.33 -2.05 0.14
C -1.11 3.21 0.22
C -1.08 -1.76 0.59
C 4.68 -0.44 0.30
C -2.98 -3.05 0.77
H 0.56 0.11 -0.38
H 0.60 0.92 -0.11
H -0.12 0.20 0.52
H -1.11 0.00 -1.51
H 0.58 1.78 -1.16
H 0.50 0.44 0.62

Results
ΔE to the lowest compared entry with this formula, charge and spin = 15.3 kcal/mol
multiplicity = 1
LUMO = 0.54 eV
max |F| = 0.092 Eh/bohr
E_HOMO = -9.5 eV
SMILES = O=C1C=CCC1

---

Record 5
# CBrF2O3S

A cluster of 2 separate species, CBrF2O3S in total at a distorted geometry (the ωB97M-V functional and the def2-TZVPD basis, OMol25).

Last column: Löwdin charge in e.
Element x y z (Å)
C 1.363 0.841 -0.024  -0.806
O -0.463 -1.497 -1.092  -0.405
O -0.997 -1.490 1.325  -0.361
O -1.977 0.211 -0.052  -0.374
F 1.444 1.485 -1.217  -0.053
F 1.703 1.669 1.009  -0.069
S -0.894 -0.737 0.095  0.505
Br 2.531 -0.743 -0.020  0.564

Atomic forces in eV per Å
C -2.62 -1.84 0.56
O -0.41 1.13 1.41
O 1.01 0.19 0.07
O 0.46 0.31 -0.46
F 0.42 0.09 0.98
F 0.14 -0.10 -1.12
S 0.31 -0.12 -1.37
Br 0.69 0.34 -0.08

Results
ΔE to the lowest compared entry with this formula, charge and spin = 29.1 kcal/mol
net charge = -1
multiplicity = 1
LUMO (spin up / spin down) = 3.18 / 3.18 eV
max |F| = 0.063 Eh/bohr
E_HOMO (spin up / spin down) = -4.4 / -4.4 eV

---

Record 6
# C3H6N2OS

The molecule C3H6N2OS at a distorted geometry (the ωB97M-V functional and the def2-TZVPD basis, OMol25).

Last column: Löwdin charge in e.
Element x y z (Å)
S 1.687 -0.674 -2.482  0.765
N 0.918 -1.360 -1.132  -0.371
C 0.065 -0.551 -0.398  -0.555
N -0.008 0.696 -0.642  0.071
C -0.778 1.262 0.442  -0.234
C -0.912 0.276 1.441  -0.133
O -0.438 -1.001 0.794  -0.010
H 2.757 -0.115 -1.997  -0.174
H 0.846 -2.468 -1.094  0.157
H -0.295 2.208 0.672  0.127
H -1.758 1.430 0.115  0.102
H -0.242 0.282 2.321  0.127
H -1.842 0.013 1.960  0.126

Atomic forces in eV per Å
S -1.36 -1.06 -1.19
N -0.31 -3.18 0.26
C 1.29 0.69 0.72
N -0.22 -0.73 -0.39
C 0.45 2.49 -2.08
C 1.46 -4.75 4.45
O -0.42 0.33 -1.15
H 0.89 0.32 1.05
H 0.17 3.59 0.05
H -0.27 0.04 0.65
H -1.51 1.03 -0.99
H 0.21 0.75 -0.43
H -0.39 0.47 -0.96

Results
ΔE to the lowest compared entry with this formula, charge and spin = 64.6 kcal/mol
multiplicity = 1
LUMO = 0.76 eV
max |F| = 0.130 Eh/bohr
E_HOMO = -8.8 eV
SMILES = SNC1=NCCO1

---

Question: What is the max |F| in the sixth record?
Answer: 0.130 Eh/bohr

---

Question: ΔE to the lowest compared entry with this formula, charge and spin of number 5 (CBrF2O3S)?
Answer: 29.1 kcal/mol

---

Question: The lowest max |F| belongs to which entry?
Answer: C4H6O2